(1)
Here is a 2-piece molecular cluster, C3H3N3O overall in a non-equilibrium geometry from the OMol25 dataset. Energies are from ωB97M-V/def2-TZVPD.

Computed properties:
E_LUMO	0.74	eV
energy above the lowest of the compared OMol25 structures with the same formula, charge and spin	1.178	eV
energy	-9676.2765	eV
SMILES	N=C=CC=O.N#N
HOMO energy	-9.69	eV

Bonds (Å) are listed after each position.
Element x y z (Å)
1 N 2.17796 -0.11057 0.43919  C2 1.223, H6 1.019
2 C 1.06067 -0.58497 0.29386  N1 1.223, C3 1.311
3 C -0.11994 -1.12544 0.11128  C2 1.311, C4 1.488, H7 1.083
4 C -1.41257 -0.44716 0.40107  C3 1.488, O5 1.205, H8 1.119
5 O -1.79802 -0.11053 1.49152  C4 1.205
6 H 2.51082 0.37968 -0.38924  N1 1.019
7 H -0.15408 -2.11357 -0.33154  C3 1.083
8 H -2.02425 -0.26281 -0.51824  C4 1.119
9 N 0.43313 2.17326 -0.88644  N10 1.102
10 N -0.63451 2.33387 -0.66460  N9 1.102

Results of the Mulliken charge analysis, in e, for atoms 1 through 8: -0.5143, 0.3973, -0.4508, 0.0083, -0.4221, 0.3019, 0.3370, 0.3482

(2)
Here is a 11-piece molecular cluster, H22O11 overall from the OMol25 dataset. Energies are from ωB97M-V/def2-TZVPD.

Computed properties:
E_LUMO	0.13	eV
energy above the lowest of the compared OMol25 structures with the same formula, charge and spin	0.944	eV
energy	-22880.5701	eV
SMILES	O.O.O.O.O.O.O.O.O.O.O
HOMO energy	-10.72	eV

Bonds (Å) are listed after each position.
Element x y z (Å)
1 O 0.76115 -0.68233 0.06652  H2 0.957, H3 0.957
2 H -0.06131 -1.04189 -0.26589  O1 0.957
3 H 0.59044 0.25415 0.16701  O1 0.957
4 O -2.94675 -0.65835 -1.90559  H5 0.957, H6 0.957
5 H -3.20120 -0.28930 -2.75133  O4 0.957
6 H -2.52848 0.06778 -1.44297  O4 0.957
7 O 2.97251 2.83959 0.67694  H8 0.957, H9 0.957
8 H 2.12179 2.59259 1.03956  O7 0.957
9 H 3.55017 2.89733 1.43801  O7 0.957
10 O 0.50484 -0.04569 -3.38740  H11 0.957, H12 0.957
11 H 0.98193 -0.74935 -2.94754  O10 0.957
12 H 0.92381 0.02888 -4.24479  O10 0.957
13 O 2.53698 -2.10720 2.04052  H14 0.957, H15 0.957
14 H 2.00194 -1.37036 1.74550  O13 0.957
15 H 2.25737 -2.26066 2.94302  O13 0.957
16 O -1.25383 1.10494 -0.90552  H17 0.957, H18 0.957
17 H -0.55073 1.08132 -1.55460  O16 0.957
18 H -1.29903 2.02169 -0.63393  O16 0.957
19 O 2.34423 1.70484 -1.85691  H20 0.957, H21 0.957
20 H 2.69505 1.89480 -0.98680  O19 0.957
21 H 2.33046 0.74904 -1.90672  O19 0.957
22 O -1.86114 -2.03973 2.14648  H23 0.957, H24 0.957
23 H -1.31235 -2.26583 1.39551  O22 0.957
24 H -2.74948 -2.26661 1.87151  O22 0.957
25 O -2.25308 -3.33126 -1.21377  H26 0.957, H27 0.957
26 H -2.39703 -2.41826 -1.46268  O25 0.957
27 H -3.03964 -3.78813 -1.51178  O25 0.957
28 O 0.46674 2.35397 1.09714  H29 0.957, H30 0.957
29 H 0.38323 3.27851 1.33055  O28 0.957
30 H -0.04034 1.89129 1.76425  O28 0.957
31 O -0.51491 0.55199 3.04854  H32 0.957, H33 0.957
32 H -0.20764 -0.11697 3.66036  O31 0.957
33 H -1.20567 0.11920 2.54678  O31 0.957

Results of the Mulliken charge analysis, in e, for atoms 1 through 8: -0.4633, 0.2182, 0.3296, -0.6621, 0.2724, 0.4168, -0.7061, 0.4557

(3)
Here is a 40-piece molecular cluster, H80O40 overall in a non-equilibrium geometry from the OMol25 dataset. Energies are from ωB97M-V/def2-TZVPD.

Computed properties:
E_LUMO	-0.66	eV
energy above the lowest of the compared OMol25 structures with the same formula, charge and spin	7.640	eV
energy	-83198.1753	eV
HOMO energy	-10.35	eV

Bonds (Å) are listed after each position.
Element x y z (Å)
1 H -1.93625 2.83429 -3.77201  O3 0.963
2 H -1.38866 1.44021 -3.60040  O3 0.965
3 O -1.76157 2.02808 -4.26875  H1 0.963, H2 0.965
4 H -4.09097 -1.72409 2.71444  O6 0.964
5 H -4.72729 -1.22541 3.95363  O6 0.963
6 O -4.69910 -1.03643 3.01010  H4 0.964, H5 0.963
7 H -1.54891 -0.78341 -1.96025  O9 0.962
8 H -2.13755 0.49751 -1.91820  O9 0.985
9 O -1.25114 0.11772 -2.11980  H7 0.962, H8 0.985
10 H -2.03980 -4.08731 -3.66369  O12 0.959
11 H -2.94979 -2.97725 -3.08654  O12 0.950
12 O -2.13022 -3.44176 -2.96073  H10 0.959, H11 0.950
13 H -0.55948 -2.64347 3.90582  O15 0.961
14 H 0.62550 -1.92525 3.45719  O15 0.972
15 O 0.23527 -2.25745 4.28255  H13 0.961, H14 0.972
16 H 3.88050 3.05067 -1.71399  O17 0.967
17 O 4.72044 3.13330 -2.18678  H16 0.967, H95 0.958
18 H 4.34524 -0.32734 -2.05560  O19 0.958
19 O 3.53083 -0.26848 -2.55621  H18 0.958, H97 0.956
20 H 3.53816 2.98517 2.58274  O22 0.954
21 H 2.73804 1.80165 1.82528  O22 0.956
22 O 2.75503 2.71433 2.11029  H20 0.954, H21 0.956
23 H -3.98382 0.75986 -4.95296  O25 0.958
24 H -2.68494 1.09207 -5.54585  O25 0.978
25 O -3.54545 0.70592 -5.80266  H23 0.958, H24 0.978
26 H -4.16142 4.55624 -1.57526  O28 0.950
27 H -4.77853 3.20064 -0.96893  O28 0.946
28 O -4.62492 3.74137 -1.72978  H26 0.950, H27 0.946
29 H -2.42806 3.64827 1.48437  O31 0.963
30 H -2.43213 4.91690 0.52887  O31 0.955
31 O -2.89355 4.12198 0.78685  H29 0.963, H30 0.955
32 H 1.53636 -0.70555 -3.97793  O33 0.965
33 O 1.11548 0.08255 -3.61371  H32 0.965, H98 0.964
34 H 3.59867 5.31292 -0.35346  O36 0.965
35 H 4.63376 4.87680 0.61575  O36 0.968
36 O 3.84343 5.43351 0.57188  H34 0.965, H35 0.968
37 H -4.71168 1.13895 -2.86498  O39 0.970
38 H -4.99172 0.40733 -1.56265  O39 0.968
39 O -4.73102 0.24848 -2.48126  H37 0.970, H38 0.968
40 H -1.46852 -3.80493 0.34719  O42 0.967
41 H -1.04222 -3.27123 1.66814  O42 0.975
42 O -0.85808 -4.01672 1.06702  H40 0.967, H41 0.975
43 H -0.03480 -5.14818 -1.70485  O45 0.962
44 H -1.13772 -6.10029 -2.26695  O45 0.957
45 O -0.19331 -5.95647 -2.20261  H43 0.962, H44 0.957
46 H 1.37056 -4.30065 -3.49435  O48 0.959
47 H 2.48175 -5.14383 -2.75916  O48 0.959
48 O 2.19871 -4.26362 -3.01216  H46 0.959, H47 0.959
49 H 4.24791 -1.78755 1.29601  O51 0.947
50 H 2.87770 -2.27377 1.93603  O51 0.960
51 O 3.44851 -1.52903 1.73261  H49 0.947, H50 0.960
52 H -2.30028 -0.04034 0.48066  O53 0.970
53 O -1.80477 0.61745 0.99302  H52 0.970, H94 0.970
54 H -0.95097 2.88055 5.57323  O56 0.951
55 H -2.33261 2.46744 6.07063  O56 0.932
56 O -1.87607 2.85143 5.35466  H54 0.951, H55 0.932
57 H 3.10354 -0.13013 3.12817  O58 0.968
58 O 2.22723 0.26616 3.23617  H57 0.968, H96 0.967
59 H -4.13063 1.29286 0.60801  O61 0.964
60 H -4.67046 0.46010 1.80612  O61 0.969
61 O -4.88193 0.77278 0.91420  H59 0.964, H60 0.969
62 H 1.17887 -0.50214 0.04539  O64 0.959
63 H 0.27664 -0.17328 -1.11130  O64 0.974
64 O 0.88841 0.24551 -0.48012  H62 0.959, H63 0.974
65 H -5.23367 -2.60874 -0.97352  O67 0.964
66 H -4.97602 -1.31207 -1.80855  O67 0.979
67 O -4.70518 -2.24545 -1.69363  H65 0.964, H66 0.979
68 H -0.59720 5.45587 -0.81592  O70 0.951
69 H 0.11405 4.50007 -1.97873  O70 0.958
70 O -0.65520 4.93740 -1.61082  H68 0.951, H69 0.958
71 H 0.51386 -4.29345 3.57437  O73 0.958
72 H 1.64569 -5.13061 4.09927  O73 0.962
73 O 0.68888 -5.04105 4.14679  H71 0.958, H72 0.962
74 H 0.81962 1.63819 -6.00992  O76 0.967
75 H 2.08385 1.16684 -5.39035  O76 0.960
76 O 1.74037 1.45325 -6.23992  H74 0.967, H75 0.960
77 H -1.81841 -2.04887 -0.51657  O79 0.957
78 H -3.43269 -2.37123 -0.54552  O79 0.995
79 O -2.62573 -2.13996 -0.01066  H77 0.957, H78 0.995
80 H 0.44219 -2.89368 0.81477  O82 0.963
81 H 1.55035 -3.73967 0.32965  O82 0.977
82 O 1.38881 -2.83085 0.64862  H80 0.963, H81 0.977
83 H 0.52346 1.29176 3.35567  O85 0.975
84 H -0.62092 2.12045 3.35011  O85 0.972
85 O 0.07611 1.88564 3.98610  H83 0.975, H84 0.972
86 H 5.87480 1.39929 2.68848  O88 0.969
87 H 4.77073 0.62026 2.23568  O88 0.958
88 O 4.98860 1.15923 2.99729  H86 0.969, H87 0.958
89 H 0.26342 1.45608 -2.39985  O90 0.970
90 O 0.49255 2.38654 -2.55174  H89 0.970, H99 0.987
91 H -2.47071 2.80080 -0.38169  O93 0.986
92 H -1.48275 2.40991 -1.39415  O93 0.968
93 O -2.43996 2.35169 -1.25915  H91 0.986, H92 0.968
94 H -0.99741 0.78209 0.48069  O53 0.970
95 H 4.50913 3.01865 -3.11405  O17 0.958
96 H 2.32388 0.72345 4.08322  O58 0.967
97 H 3.45577 -1.03911 -3.11649  O19 0.956
98 H 1.85969 0.68778 -3.70868  O33 0.964
99 H 1.18420 2.38172 -1.84768  O90 0.987
100 O 4.61222 -3.94665 0.44200  H101 0.969, H102 0.970
101 H 3.72104 -4.28556 0.61405  O100 0.969
102 H 4.98842 -4.21331 1.29484  O100 0.970
103 O 5.30717 2.75559 0.57759  H104 0.971, H105 0.968
104 H 5.78536 2.94775 -0.24550  O103 0.971
105 H 4.54458 2.31402 0.17588  O103 0.968
106 O 2.32596 2.45543 -0.56357  H107 0.976, H108 0.984
107 H 2.31322 1.50210 -0.77117  O106 0.976
108 H 2.18450 2.38344 0.40738  O106 0.984
109 O -2.39475 -1.93771 5.39721  H110 0.954, H111 0.960
110 H -2.43495 -2.56568 4.67973  O109 0.954
111 H -1.50082 -1.81650 5.72697  O109 0.960
112 O -0.34415 -1.38468 1.73964  H113 0.977, H114 0.949
113 H -1.17344 -0.87712 1.83805  O112 0.977
114 H 0.60163 -1.37136 1.66706  O112 0.949
115 O 0.93393 -5.40630 0.31350  H116 0.961, H117 0.964
116 H 0.88226 -6.21092 -0.20876  O115 0.961
117 H 0.26731 -5.30991 1.00296  O115 0.964
118 O -0.38307 3.80109 1.94726  H119 0.965, H120 0.964
119 H -0.49407 4.00960 2.88249  O118 0.965
120 H 0.47730 3.36885 1.89611  O118 0.964

Results of the Mulliken charge analysis, in e, for atoms 1 through 8: 0.3315, 0.2264, -0.6823, 0.2211, 0.3223, -0.6194, -0.0836, 0.2628

(4)
Here is a 2-piece molecular cluster, C2H8OS2 overall in a non-equilibrium geometry from the OMol25 dataset. Energies are from ωB97M-V/def2-TZVPD.

Computed properties:
E_LUMO	-0.77	eV
energy above the lowest of the compared OMol25 structures with the same formula, charge and spin	2.522	eV
energy	-25919.4138	eV
SMILES	CCO.SS
HOMO energy	-8.60	eV

Bonds (Å) are listed after each position.
Element x y z (Å)
1 C 0.40832 -1.33225 -1.14945  C2 1.528, H4 1.083, H5 1.099, H6 1.105
2 C 1.00346 0.03200 -0.80271  C1 1.528, O3 1.417, H7 1.097, H8 1.104
3 O 0.10823 1.03494 -1.24990  C2 1.417, H9 0.966
4 H -0.02646 -1.42430 -2.13687  C1 1.083
5 H -0.29444 -1.67771 -0.37829  C1 1.099
6 H 1.30531 -1.97426 -1.08451  C1 1.105
7 H 1.21792 0.11564 0.26990  C2 1.097
8 H 1.96725 0.07503 -1.33943  C2 1.104
9 H 0.53585 1.89156 -1.12129  O3 0.966
10 S -1.46408 0.27981 1.60042  S11 2.137, H12 1.346
11 S -1.22781 1.44153 3.37801  S10 2.137, H13 1.337
12 H -0.99997 0.10125 0.34969  S10 1.346
13 H -2.53357 1.43675 3.66444  S11 1.337

Results of the Mulliken charge analysis, in e, for atoms 1 through 8: -0.9140, -0.5446, -0.4975, 0.2731, 0.3356, 0.2971, 0.3753, 0.3808

Among the records above, which one has the lowest E_LUMO? C2H8OS2

Look up the E_LUMO of the third one. -0.66 eV

Which of these has the lowest E_LUMO? C2H8OS2